The following is a DFT calculation (wB97M-V/def2-TZVPD) of a cluster of 2 separate species, C3H4N4 in total at a distorted geometry.

The geometry in XYZ format:
```
11
Properties=species:S:1:pos:R:3:forces:R:3:nbo_charge:R:1
C -1.2752 0.0437 -0.1867 0.139 -1.089 4.197 0.041
C -2.3453 0.1061 -1.1890 1.662 0.672 0.037 0.209
C 1.0888 0.0528 0.3027 -2.679 -1.102 2.310 0.599
N -1.7616 -0.2256 0.9780 0.391 -0.441 -1.908 -0.595
N -3.0893 0.1881 -2.0584 -0.332 -0.092 -0.216 -0.310
N 1.7612 0.3511 -0.8034 -3.021 0.420 0.446 -0.820
N 1.0687 -0.3173 1.5042 -2.583 1.877 -5.968 -0.723
H 1.2613 0.7485 -1.5929 0.326 -0.353 0.404 0.435
H 2.7036 0.2041 -0.8209 2.986 -0.239 -0.272 0.394
H -1.1811 -0.5826 1.7767 0.409 1.089 -1.085 0.379
H 1.7688 -0.5690 2.0897 2.704 -0.742 2.056 0.392
```
Positions in Å, forces in eV/Å.

Output
LUMO (spin up / spin down) ... -0.4 / -0.4 eV
Orbital gap (spin up / spin down) ... 8.19 / 8.19 eV
Energy ... -335.5752 hartree
ΔE to the lowest compared entry with this formula, charge and spin ... 124.3 kcal per mole
E_HOMO (spin up / spin down) ... -8.542 / -8.542 eV